Arrangement A

Formula: C3H12N3O
Source: OMol25
Level of theory: wB97M-V/def2-TZVPD

Positions of all 19 atoms, in Å:
C  -1.57  -0.51  0.71
C  -0.15  -0.76  -1.33
C  -0.26  -0.15  0.03
N  -0.03  1.32  -0.08
N  0.92  -0.59  0.98
N  1.85  0.33  1.23
O  -0.17  0.17  -2.41
H  -1.42  -0.16  1.77
H  -2.39  0.00  0.39
H  -1.71  -1.51  0.93
H  -0.95  -1.46  -1.42
H  0.79  -1.21  -1.36
H  -0.72  1.99  0.15
H  0.09  1.37  -1.16
H  1.24  -1.49  0.73
H  1.89  0.64  2.13
H  0.89  1.36  0.38
H  2.78  0.27  0.75
H  -1.07  0.37  -2.43

Results
Frontier orbital gap: 10.62 eV
Structure (SMILES): C[C@]([NH3+])(CO)NN
Net charge: +1
LUMO energy: -3.13 eV

Arrangement B

Formula: C3H12N3O
Source: OMol25
Level of theory: wB97M-V/def2-TZVPD

Positions of all 19 atoms, in Å:
C  1.27  1.14  -1.43
N  1.08  -0.34  -1.47
C  2.22  -1.09  -0.89
H  0.49  1.60  -2.03
H  1.18  1.46  -0.40
H  2.24  1.39  -1.84
H  0.95  -0.67  -2.42
H  0.21  -0.53  -0.93
H  3.17  -0.83  -1.35
H  2.01  -2.16  -0.94
H  2.29  -0.85  0.17
N  -0.91  -0.60  2.11
C  -1.25  0.04  0.94
N  -1.57  1.34  1.07
O  -1.22  -0.56  -0.15
H  -0.85  -1.60  2.00
H  -1.37  -0.28  2.95
H  -1.40  1.86  1.91
H  -1.89  1.87  0.27

Results
Frontier orbital gap: 11.56 eV
Net charge: +1
LUMO energy: -2.76 eV

It is arrangement B that is most stable; the runner-up trails by 3.847 eV.

Arrangement A

Formula: C3H12N3O
Source: OMol25
Level of theory: wB97M-V/def2-TZVPD

Positions of all 19 atoms, in Å:
N  0.03  1.94  -2.13
C  1.14  1.15  -2.28
N  1.02  -0.15  -1.72
O  2.13  1.51  -2.84
H  -0.78  1.61  -1.63
H  0.19  2.93  -2.17
H  0.21  -0.68  -2.03
H  1.86  -0.67  -1.96
C  -1.29  -1.29  2.33
C  -0.84  -0.78  0.98
N  0.44  -0.01  1.10
H  -2.28  -1.76  2.33
H  -0.57  -2.02  2.72
H  -1.32  -0.48  3.06
H  -0.59  -1.62  0.33
H  -1.59  -0.15  0.51
H  0.29  0.87  1.61
H  0.84  0.16  0.13
H  1.09  -0.57  1.65

Results
Frontier orbital gap: 10.48 eV
Net charge: +1
LUMO energy: -3.46 eV

Arrangement B

Formula: C3H12N3O
Source: OMol25
Level of theory: wB97M-V/def2-TZVPD

Positions of all 19 atoms, in Å:
C  -0.25  2.27  -2.36
O  1.07  2.28  -1.72
H  1.55  3.07  -1.74
H  -0.29  1.71  -3.24
H  -0.53  3.25  -2.66
H  -1.05  1.89  -1.57
C  -0.41  -1.75  2.62
C  0.00  -0.83  0.37
N  0.78  0.21  -0.10
N  -0.37  -0.70  1.69
N  -0.46  -1.88  -0.39
H  0.98  1.05  0.47
H  0.97  0.44  -1.08
H  -0.04  0.13  2.15
H  -0.99  -2.65  0.02
H  0.07  -2.16  -1.23
H  -0.27  -1.42  3.70
H  0.54  -2.42  2.48
H  -1.35  -2.48  2.59

Results
Frontier orbital gap: 11.39 eV
Net charge: +1
LUMO energy: -2.96 eV

It is arrangement A that is most stable; the runner-up trails by 1.459 eV.

Arrangement A

Formula: C4H5PS
Source: OMol25
Level of theory: wB97M-V/def2-TZVPD

Positions of all 11 atoms, in Å:
C  -0.05  -1.33  0.03
C  2.44  0.33  -0.76
C  -0.99  -0.18  -0.28
C  -0.15  0.96  0.42
P  1.54  1.58  -0.07
S  1.67  -1.22  -0.09
H  -0.54  -2.32  -0.04
H  -1.09  0.15  -1.34
H  -1.91  -0.57  0.32
H  -0.69  1.93  0.25
H  -0.22  0.67  1.56

Results
Frontier orbital gap (alpha / beta): 7.03 / 7.03 eV
Net charge: 0
LUMO energy (alpha / beta): -1.41 / -1.41 eV

Arrangement B

Formula: C4H5PS
Source: OMol25
Level of theory: wB97M-V/def2-TZVPD

Positions of all 11 atoms, in Å:
C  3.54  -0.52  -0.06
C  -0.50  0.23  0.01
C  0.12  -0.94  0.11
C  -1.99  0.32  0.01
P  1.92  -0.24  0.02
S  0.64  1.52  -0.14
H  3.83  0.60  -0.07
H  -0.39  -1.90  0.50
H  -2.49  0.92  0.78
H  -2.33  -0.71  -0.23
H  -2.35  0.72  -0.94

Results
Frontier orbital gap: 9.15 eV
Structure (SMILES): C#P1C=C(C)S1
Net charge: 0
LUMO energy: -0.06 eV

It is arrangement B that is most stable; the runner-up trails by 0.778 eV.